# 1
This record from the Open Molecules 2025 dataset describes C22H29N3O2 in the gas phase. The level of theory is wB97M-V/def2-TZVPD.

The calculation puts the relative energy (zero: lowest compared OMol25 entry of this formula, charge and spin) at 1.0745 eV. For the frontier orbital gap, the calculation gives 9.2 eV. Its HOMO energy is -8.57 eV. Its SMILES is CC(=O)CCC(=O)N[C@@H]1CCCc2c1cnn2-c1ccc(C(C)(C)C)cc1. As for the LUMO energy: 0.65 eV.

Last column: Mulliken charge in e.
Element x y z (Å)
1 C -9.237 1.707 -0.358  -1.26
2 C -7.812 1.693 0.137  0.86
3 O -7.396 2.483 0.947  -0.56
4 C -6.958 0.597 -0.457  -0.75
5 C -5.551 0.573 0.129  -0.60
6 C -4.759 -0.620 -0.386  0.52
7 O -5.233 -1.486 -1.092  -0.69
8 N -3.474 -0.626 0.028  -0.06
9 C -2.519 -1.652 -0.360  -0.27
10 C -2.212 -2.605 0.807  -1.08
11 C -1.285 -1.958 1.836  -0.91
12 C 0.094 -1.663 1.237  -0.28
13 C -0.092 -0.978 -0.070  0.36
14 C -1.251 -1.018 -0.821  0.15
15 C -0.934 -0.342 -2.010  -0.90
16 N 0.318 0.059 -1.998  -1.17
17 N 0.831 -0.320 -0.818  0.75
18 C 2.179 -0.040 -0.543  0.05
19 C 2.596 0.449 0.686  -0.82
20 C 3.935 0.719 0.908  -0.31
21 C 4.890 0.530 -0.084  0.50
22 C 6.368 0.817 0.124  2.09
23 C 7.167 -0.470 -0.125  -1.61
24 C 6.682 1.307 1.540  -2.12
25 C 6.808 1.903 -0.868  -1.61
26 C 4.446 0.068 -1.322  -0.39
27 C 3.117 -0.214 -1.555  -1.17
28 H -9.763 0.849 0.058  0.31
29 H -9.738 2.616 -0.037  0.35
30 H -9.268 1.627 -1.441  0.34
31 H -6.906 0.737 -1.539  0.34
32 H -7.442 -0.368 -0.292  0.34
33 H -5.611 0.514 1.219  0.31
34 H -5.026 1.497 -0.121  0.32
35 H -3.134 0.130 0.601  0.35
36 H -3.005 -2.205 -1.172  0.59
37 H -3.150 -2.900 1.278  0.40
38 H -1.735 -3.502 0.407  0.38
39 H -1.172 -2.621 2.696  0.39
40 H -1.732 -1.027 2.193  0.35
41 H 0.684 -1.069 1.935  0.35
42 H 0.634 -2.602 1.072  0.25
43 H -1.562 -0.144 -2.856  0.57
44 H 1.879 0.648 1.467  0.50
45 H 4.218 1.097 1.877  0.45
46 H 6.843 -1.252 0.558  0.39
47 H 7.035 -0.829 -1.142  0.33
48 H 8.227 -0.288 0.037  0.45
49 H 7.751 1.487 1.632  0.43
50 H 6.402 0.563 2.283  0.43
51 H 6.166 2.240 1.755  0.43
52 H 6.673 1.580 -1.896  0.34
53 H 6.224 2.809 -0.716  0.39
54 H 7.859 2.141 -0.720  0.45
55 H 5.149 -0.079 -2.127  0.34
56 H 2.783 -0.562 -2.520  0.46

Atomic forces in eV per Å
C -0.02 0.30 0.20
C -0.21 -0.30 -0.36
O 0.08 0.14 0.15
C 0.54 0.08 0.31
C -0.38 -0.15 -0.24
C -0.05 0.52 0.38
O -0.24 -0.32 -0.28
N 0.35 -0.03 0.14
C -0.08 -0.24 -0.01
C -0.09 0.13 -0.01
C 0.08 -0.21 -0.15
C 0.05 0.01 0.20
C -0.40 -0.14 -0.16
C 0.30 0.03 0.27
C 0.21 -0.15 0.32
N 0.17 0.45 -0.71
N -0.63 -0.18 0.14
C 0.70 0.17 0.11
C -0.29 -0.09 -0.15
C 0.14 -0.04 -0.05
C -0.04 0.03 0.10
C 0.20 0.04 0.03
C -0.09 0.16 0.04
C -0.09 -0.09 -0.24
C -0.04 -0.12 0.13
C -0.08 0.02 0.05
C -0.11 -0.07 0.03
H -0.05 -0.12 -0.01
H -0.01 0.02 0.01
H -0.02 -0.06 -0.12
H -0.13 -0.06 -0.03
H -0.08 0.02 -0.11
H 0.08 0.07 -0.03
H 0.03 -0.02 0.11
H -0.10 0.04 -0.10
H 0.12 0.08 0.16
H -0.01 -0.05 -0.06
H 0.01 -0.09 -0.01
H -0.02 0.08 0.03
H -0.01 0.03 0.10
H 0.02 -0.07 -0.03
H 0.03 0.03 0.07
H -0.10 0.08 -0.24
H -0.09 0.01 0.04
H 0.07 0.05 0.10
H -0.01 -0.11 0.06
H 0.00 -0.07 -0.12
H 0.14 0.01 0.00
H 0.09 0.02 0.00
H -0.04 -0.05 0.13
H -0.06 0.10 0.09
H -0.01 -0.01 -0.14
H -0.04 0.12 -0.01
H 0.14 0.03 0.00
H 0.09 -0.02 -0.08
H -0.02 -0.04 -0.08



# 2
This record from the Open Molecules 2025 dataset describes a molecular structure, C28H41BrCl5N8O2RuSSeSi. The level of theory is wB97M-V/def2-TZVPD.

As for the total charge: +2. The calculation puts the relative energy (zero: lowest compared OMol25 entry of this formula, charge and spin) at 0.8253 eV. For the frontier orbital gap (spin up / spin down), the calculation gives 7.1 / 7.1 eV. The spin multiplicity is 2. Its HOMO energy (spin up / spin down) is -13.55 / -13.59 eV. As for the LUMO energy (spin up / spin down): -6.47 / -6.46 eV.

Last column: Mulliken charge in e.
Element x y z (Å)
1 Ru -0.035 0.024 0.059  0.10
2 Cl 1.920 -0.960 2.889  -0.03
3 C 0.222 -0.693 3.085  0.98
4 C -0.537 -0.253 2.012  -2.00
5 C -1.870 0.001 2.265  1.73
6 Cl -2.757 0.584 0.883  -0.21
7 C -2.494 -0.189 3.488  -0.12
8 Cl -4.159 0.148 3.684  -0.17
9 C -1.717 -0.666 4.546  0.63
10 Cl -2.433 -0.928 6.074  -0.15
11 C -0.354 -0.911 4.342  0.10
12 Cl 0.596 -1.477 5.654  -0.13
13 C 3.697 3.369 3.243  -1.28
14 C 3.796 2.338 2.187  1.06
15 N 4.879 1.829 1.713  -0.82
16 N 4.461 0.901 0.800  0.34
17 C 3.140 0.820 0.699  -0.26
18 S 2.262 -0.255 -0.284  -0.19
19 N 2.699 1.748 1.571  0.30
20 N 1.360 1.932 1.811  -0.67
21 H 4.690 3.760 3.444  0.38
22 H 3.301 2.939 4.165  0.30
23 H 3.048 4.190 2.935  0.32
24 H 5.143 0.353 0.304  0.15
25 H 1.172 1.844 2.801  0.32
26 H 1.058 2.818 1.441  0.29
27 C 1.477 -6.757 -1.453  -1.70
28 C 1.033 -5.277 -1.498  2.67
29 C 0.194 -5.058 -2.766  -1.85
30 C 2.290 -4.403 -1.628  -1.64
31 Si 0.014 -4.969 0.084  -2.76
32 Br -0.074 -2.513 -0.008  0.78
33 C -1.842 -5.364 -0.013  2.80
34 C -2.535 -5.163 1.344  -2.03
35 C -1.955 -6.857 -0.399  -1.70
36 C -2.619 -4.533 -1.047  -1.64
37 C 0.867 -5.304 1.742  2.81
38 C 0.265 -4.489 2.902  -1.94
39 C 0.695 -6.806 2.061  -1.73
40 C 2.367 -4.980 1.678  -2.04
41 H 1.998 -6.990 -2.387  0.54
42 H 0.637 -7.454 -1.372  0.31
43 H 2.172 -6.960 -0.636  0.34
44 H 0.833 -5.232 -3.637  0.62
45 H -0.188 -4.034 -2.832  0.15
46 H -0.649 -5.747 -2.844  0.33
47 H 2.800 -4.687 -2.554  0.56
48 H 2.997 -4.538 -0.811  0.30
49 H 2.043 -3.341 -1.698  0.20
50 H -2.157 -5.835 2.117  0.35
51 H -3.600 -5.379 1.223  0.65
52 H -2.445 -4.133 1.703  0.29
53 H -1.427 -7.520 0.293  0.33
54 H -1.593 -7.057 -1.410  0.33
55 H -3.012 -7.139 -0.372  0.55
56 H -2.626 -3.471 -0.788  0.13
57 H -3.657 -4.882 -1.044  0.56
58 H -2.241 -4.639 -2.064  0.32
59 H -0.784 -4.714 3.092  0.32
60 H 0.364 -3.413 2.730  0.22
61 H 0.821 -4.730 3.813  0.61
62 H -0.351 -7.080 2.222  0.33
63 H 1.231 -7.021 2.990  0.55
64 H 1.108 -7.460 1.290  0.32
65 H 2.548 -3.933 1.416  0.28
66 H 2.910 -5.615 0.976  0.42
67 H 2.799 -5.153 2.669  0.59
68 N -2.206 4.854 -1.801  -0.58
69 C -1.212 4.300 -0.891  -0.36
70 C -1.127 2.789 -1.079  0.32
71 O -2.015 2.306 -1.888  -0.42
72 O -0.285 2.103 -0.499  -0.65
73 H -2.894 5.430 -1.335  0.23
74 H -2.507 3.119 -2.192  0.50
75 H -1.798 5.393 -2.552  0.22
76 H -1.492 4.463 0.150  0.31
77 H -0.212 4.715 -1.021  0.34
78 Se -3.557 -0.770 -2.648  0.29
79 N -2.885 -0.427 -4.248  -0.78
80 C -1.592 -0.230 -4.085  0.31
81 C -0.639 0.091 -5.099  -0.65
82 C 0.642 0.299 -4.698  -0.92
83 C 1.000 0.219 -3.313  -0.48
84 N 0.170 -0.079 -2.356  0.81
85 C -1.120 -0.334 -2.739  0.31
86 N -1.994 -0.631 -1.813  0.18
87 H -0.947 0.161 -6.135  0.52
88 H 1.420 0.542 -5.409  0.47
89 H 2.025 0.421 -3.022  0.50

Atomic forces in eV per Å
Ru 0.18 -0.11 -0.72
Cl -0.07 -0.29 0.32
C 0.02 -0.10 0.23
C 0.02 0.27 -0.07
C -0.09 0.02 -0.08
Cl 0.03 -0.03 0.01
C 0.05 -0.04 0.02
Cl 0.02 0.00 -0.01
C 0.04 0.02 -0.09
Cl 0.01 -0.01 -0.01
C -0.04 0.00 0.04
Cl 0.02 0.01 -0.10
C -0.04 0.01 0.00
C -0.15 0.05 0.02
N 0.17 -0.11 -0.09
N 0.17 -0.06 -0.07
C 0.10 0.05 0.03
S 0.00 0.14 -0.07
N 0.22 0.01 -0.11
N -0.22 0.03 0.08
H 0.01 -0.01 0.00
H -0.01 0.01 -0.01
H 0.01 0.00 0.00
H 0.04 -0.02 -0.04
H -0.10 0.01 0.07
H -0.15 0.28 -0.02
C 0.00 -0.05 0.00
C -0.03 -0.10 0.06
C -0.02 0.03 -0.03
C 0.03 0.06 0.02
Si 0.07 0.00 -0.10
Br -0.07 0.01 0.06
C 0.00 -0.05 0.02
C -0.03 0.01 0.01
C 0.01 -0.06 -0.02
C -0.02 0.03 -0.05
C -0.05 0.01 0.05
C -0.01 0.08 0.01
C -0.03 -0.05 0.02
C 0.01 0.04 0.01
H -0.02 0.00 0.02
H 0.07 0.06 0.01
H -0.05 0.03 -0.06
H -0.02 0.00 0.02
H 0.04 -0.06 0.00
H 0.08 0.04 0.02
H 0.00 0.01 0.03
H -0.07 0.03 -0.07
H 0.02 -0.07 0.00
H -0.05 0.04 -0.10
H 0.02 0.00 0.00
H -0.01 -0.05 -0.03
H -0.04 0.07 -0.07
H -0.03 0.02 0.08
H 0.03 0.00 0.00
H 0.01 -0.06 -0.01
H 0.03 0.01 -0.01
H -0.05 0.02 0.14
H 0.19 0.05 -0.02
H -0.01 -0.12 0.02
H 0.00 0.01 -0.02
H 0.10 0.02 -0.01
H -0.01 -0.01 -0.02
H -0.04 0.06 0.05
H -0.02 -0.05 0.02
H -0.06 0.02 0.05
H 0.00 0.01 -0.02
N 0.08 -0.22 0.10
C 0.07 0.07 0.01
C 0.06 -0.04 -0.02
O 0.08 -0.19 0.08
O 0.11 0.24 0.52
H 0.02 -0.06 0.00
H -0.25 0.22 -0.19
H 0.03 0.02 -0.03
H 0.00 0.01 0.03
H 0.03 0.01 -0.02
Se 0.10 -0.08 -0.08
N -0.06 -0.02 0.06
C -0.01 0.00 -0.05
C 0.12 0.01 -0.02
C -0.07 -0.02 -0.06
C 0.16 0.02 0.02
N -0.31 0.05 0.11
C 0.16 -0.03 0.16
N -0.47 -0.13 -0.15
H 0.02 0.00 0.04
H -0.03 -0.01 0.01
H -0.02 0.02 0.02



# 3
This record from the Open Molecules 2025 dataset describes 2 unconnected molecules or ions with the total composition C20H45INO3P2. The level of theory is wB97M-V/def2-TZVPD.

As for the total charge: +1. For the frontier orbital gap, the calculation gives 8.5 eV. Its HOMO energy is -12.13 eV. As for the LUMO energy: -3.60 eV.

Last column: Mulliken charge in e.
Element x y z (Å)
1 C -3.629 1.309 -3.262  -1.22
2 C -3.747 0.215 -4.302  -0.57
3 C -2.953 -1.048 -3.938  -0.56
4 C -3.825 -2.134 -3.341  -1.02
5 C -3.535 -2.420 -1.886  -0.62
6 C -2.300 -3.252 -1.652  -0.55
7 C -2.122 -3.555 -0.167  -0.97
8 C -1.343 -2.483 0.569  -0.04
9 C -1.358 -2.654 2.086  -1.36
10 C -0.067 -3.105 2.790  -0.56
11 C 0.433 -2.142 3.861  -1.43
12 C 0.613 -0.727 3.355  -0.70
13 C 1.973 -0.626 2.662  -0.80
14 C 1.975 0.111 1.333  0.31
15 P 3.497 -0.244 0.429  0.26
16 I 3.522 -2.583 -0.059  0.08
17 C 4.911 0.001 1.492  -0.59
18 C 4.981 1.401 2.077  -0.65
19 O 4.154 2.298 1.336  -0.44
20 P 3.801 0.790 -1.509  0.06
21 C 2.737 -0.239 -2.565  -0.77
22 O 2.981 2.160 -1.329  -0.30
23 H -4.332 2.110 -3.428  0.43
24 H -2.645 1.731 -3.298  0.31
25 H -3.784 0.918 -2.267  0.25
26 H -3.371 0.606 -5.230  0.34
27 H -4.779 -0.050 -4.423  0.35
28 H -2.187 -0.770 -3.232  0.29
29 H -2.449 -1.405 -4.821  0.37
30 H -3.698 -3.056 -3.885  0.41
31 H -4.863 -1.869 -3.445  0.54
32 H -4.371 -2.960 -1.472  0.39
33 H -3.454 -1.474 -1.373  0.15
34 H -1.417 -2.730 -1.996  0.22
35 H -2.406 -4.172 -2.201  0.39
36 H -1.625 -4.499 -0.010  0.38
37 H -3.108 -3.573 0.262  0.54
38 H -1.786 -1.529 0.313  0.26
39 H -0.331 -2.496 0.187  0.19
40 H -2.102 -3.397 2.310  0.59
41 H -1.723 -1.734 2.506  0.63
42 H -0.280 -4.044 3.263  0.45
43 H 0.734 -3.255 2.086  0.23
44 H -0.160 -2.201 4.755  0.41
45 H 1.422 -2.459 4.159  0.41
46 H 0.620 -0.063 4.200  0.55
47 H -0.190 -0.423 2.710  0.45
48 H 2.317 -1.627 2.457  0.45
49 H 2.688 -0.158 3.319  0.15
50 H 1.121 -0.169 0.737  0.49
51 H 1.921 1.171 1.510  -0.35
52 H 5.804 -0.265 0.956  0.54
53 H 4.812 -0.727 2.280  0.46
54 H 5.998 1.744 2.037  0.35
55 H 4.687 1.386 3.109  0.31
56 H 3.483 2.665 1.927  0.23
57 H 2.412 0.367 -3.384  0.38
58 H 1.897 -0.659 -2.042  0.10
59 H 3.353 -1.058 -2.893  0.37
60 H 2.330 2.110 -0.613  0.35
61 C 0.626 3.804 1.472  0.29
62 O 0.118 2.854 2.050  -0.65
63 N -0.013 4.654 0.669  0.11
64 C 0.668 5.747 -0.004  -0.95
65 C -1.447 4.476 0.471  -0.98
66 H 1.708 4.027 1.561  0.17
67 H 0.246 6.705 0.299  0.37
68 H 0.571 5.649 -1.086  0.35
69 H 1.724 5.735 0.254  0.30
70 H -1.973 4.547 1.422  0.31
71 H -1.653 3.494 0.046  0.32
72 H -1.809 5.246 -0.202  0.39

Atomic forces in eV per Å
C -0.20 -0.22 0.00
C 0.55 -0.02 0.35
C -0.44 0.44 -0.31
C 0.27 -0.28 0.17
C -0.10 -0.02 -0.28
C 0.07 0.07 0.59
C 0.22 0.42 -0.26
C -0.06 -0.07 -0.02
C 0.20 -0.16 -0.07
C -0.51 0.61 0.16
C 0.15 -0.19 -0.38
C 0.52 -0.05 0.33
C -0.26 0.00 -0.35
C 0.11 -0.08 0.18
P -0.36 -0.04 -0.38
I 0.04 0.04 0.02
C 0.02 -0.09 0.41
C -0.19 0.23 -0.20
O -0.26 0.00 0.04
P 1.24 -0.19 -0.62
C 0.14 -0.20 0.90
O -0.74 0.32 0.66
H -0.30 0.29 -0.06
H 0.71 0.32 0.08
H -0.15 -0.11 0.43
H -0.04 0.20 -0.62
H -0.58 -0.10 -0.32
H 0.52 0.09 0.33
H 0.25 -0.22 -0.36
H 0.00 -0.45 -0.34
H -0.51 0.16 -0.07
H -0.41 -0.16 0.32
H -0.05 0.42 0.47
H 0.39 0.08 -0.42
H 0.10 -0.42 -0.37
H 0.01 -0.54 0.08
H -0.50 -0.43 0.41
H 0.01 0.43 -0.13
H 0.56 0.17 -0.14
H -0.55 -0.29 0.17
H -0.13 0.35 0.44
H 0.24 -0.63 0.18
H 0.34 -0.22 -0.58
H -0.60 0.15 0.33
H 0.36 -0.38 0.39
H -0.16 0.52 0.30
H -0.37 0.22 -0.36
H 0.22 -0.51 0.11
H 0.33 0.09 0.34
H -0.29 -0.20 -0.39
H -0.16 0.55 -0.09
H 0.34 -0.10 -0.49
H -0.01 -0.40 0.39
H 0.47 0.29 -0.05
H -0.20 -0.02 0.55
H 0.28 0.05 -0.09
H -0.13 0.32 -0.57
H -0.65 -0.10 0.06
H 0.20 -0.32 -0.44
H -0.13 0.40 -0.32
C 0.17 -0.17 0.06
O 0.18 -0.09 -0.08
N -0.10 0.12 -0.13
C -0.11 -0.01 0.03
C 0.03 -0.04 0.04
H -0.05 0.12 -0.02
H 0.01 0.02 0.01
H 0.01 0.00 -0.01
H 0.03 -0.01 0.01
H -0.01 0.01 0.02
H -0.01 -0.01 -0.02
H 0.00 0.03 -0.02



Respective max |F| values: 0.86 0.75 1.40 eV Å⁻¹.
Respective energy values: -1170.5093 -9738.5841 -2049.7115 Ha.